Record 1
DFT (ωB97M-V/def2-TZVPD) results for the molecule C2H4N2O2S.

Properties
**E_HOMO**: -0.41409 hartree
**SMILES string**: N#CCS(N)(=O)=O
**Energy relative to the best compared isomer or geometry (same formula, charge and spin)**: 39.4 kcal per mole
**Strongest force on any atom**: 2.72 eV/A

Element x y z (Å)
C (-1.735, -0.304, 0.406)
C (-0.669, 0.385, 1.102)
N (-2.595, -0.923, -0.020)
N (0.699, -0.438, -1.373)
O (1.305, 1.560, -0.291)
O (1.834, -0.591, 0.836)
S (0.954, 0.241, 0.051)
H (-0.714, 1.453, 1.013)
H (-0.501, -0.183, 2.060)
H (0.824, -1.368, -1.645)
H (0.598, 0.169, -2.138)

natural (NBO) population analysis, charges in e, atoms 1 to 5: 0.249 -0.716 -0.287 -1.089 -0.944

Record 2
DFT (ωB97M-V/def2-TZVPD) results for the molecule C2H4N2O3S.

Properties
**E_HOMO**: -0.38769 hartree
**Energy relative to the best compared isomer or geometry (same formula, charge and spin)**: 73.9 kcal per mole
**Strongest force on any atom**: 1.42 eV/A

Element x y z (Å)
C (-0.976, 0.548, -0.763)
C (0.120, 1.527, -1.050)
N (-1.013, -0.102, 0.293)
N (-0.886, -0.685, 1.282)
O (0.444, -2.780, 2.159)
O (0.817, -1.968, -0.129)
O (1.375, -0.528, 1.761)
S (0.697, -1.702, 1.273)
H (-1.769, 0.390, -1.479)
H (-0.005, 1.933, -2.049)
H (1.084, 1.025, -0.972)
H (0.112, 2.342, -0.328)

natural (NBO) population analysis, charges in e, atoms 1 to 5: 0.023 -0.655 0.079 -0.138 -0.889

- Which of these has the highest E_HOMO?
  C2H4N2O3S

- Which of these has the lowest strongest force on any atom?
  C2H4N2O3S

- Number 2 is which compound?
  C2H4N2O3S

- Which formula does entry 2 have?
  C2H4N2O3S